59
Properties=species:S:1:pos:R:3:forces:R:3 method="wB97M-V/def2-TZVPD" e_homo_ha="-0.2791 / -0.2788" spin_multiplicity=2 de_lowest_kcal_mol=25.0 e_lumo_ev="-1.3550 / -2.2806" s2=0.76 total_charge=0
Y -1.008 0.002 -1.667 0.3 1.0 -2.6
C 3.540 -0.210 -2.833 0.0 0.1 0.0
C 4.008 1.036 -2.448 -0.1 -0.1 0.0
C 3.102 2.066 -2.262 0.0 0.1 0.0
C 1.746 1.826 -2.453 0.2 -0.1 -0.1
N 1.294 0.602 -2.769 -0.3 0.0 0.4
C 2.174 -0.380 -2.969 -0.1 -0.2 0.0
C 0.723 2.892 -2.313 -0.2 0.1 0.0
C 1.063 4.238 -2.274 0.0 0.0 0.0
C 0.063 5.185 -2.126 -0.1 0.0 0.0
C -1.253 4.763 -2.048 0.1 0.0 0.0
C -1.513 3.405 -2.125 -0.1 0.0 0.0
N -0.554 2.488 -2.249 0.1 -0.3 0.4
H 4.213 -1.038 -3.006 0.0 0.0 0.0
H 5.064 1.206 -2.289 0.0 0.0 0.0
H 3.448 3.038 -1.942 0.0 0.0 0.0
H 1.751 -1.341 -3.242 0.0 0.0 0.0
H 2.091 4.553 -2.371 0.0 0.0 0.0
H 0.310 6.237 -2.079 0.0 0.0 0.0
H -2.068 5.463 -1.935 0.0 0.0 0.0
H -2.526 3.029 -2.096 0.0 0.0 0.0
S -4.648 -2.146 -4.318 0.0 -0.2 0.3
As -3.283 -1.540 -2.851 -0.2 -0.2 -0.4
S -3.458 0.607 -2.393 0.4 -0.3 0.1
S -1.178 -1.990 -3.356 -0.2 0.0 0.2
S -3.751 -2.621 -1.070 -0.2 -0.1 -0.2
C -1.925 1.911 1.830 0.0 -0.1 0.0
Ge -0.930 0.408 0.991 0.3 0.4 1.9
C 0.899 0.478 1.795 -0.2 0.0 0.0
C 2.040 0.533 0.997 -0.1 0.0 0.1
C 3.313 0.551 1.553 0.0 0.0 -0.1
C 3.464 0.512 2.930 0.1 0.0 0.0
C 2.341 0.456 3.745 0.0 0.0 0.0
C 1.074 0.440 3.179 0.0 0.0 0.0
C -1.730 -1.237 1.765 0.0 0.2 0.1
C -2.873 -1.187 2.524 0.1 0.1 -0.1
C -3.541 -2.355 2.942 0.0 -0.2 0.0
C -3.058 -3.583 2.593 -0.1 0.1 0.1
C -1.873 -3.695 1.829 0.1 0.1 -0.1
C -1.355 -4.957 1.455 0.0 0.0 -0.1
C -0.220 -5.058 0.701 0.0 -0.1 0.0
C 0.460 -3.894 0.297 0.0 0.1 0.0
C -0.011 -2.662 0.655 0.1 0.0 -0.1
C -1.199 -2.514 1.414 -0.1 -0.2 0.1
H -1.923 1.855 2.921 0.0 0.0 0.0
H -2.961 1.908 1.487 0.0 0.0 0.0
H -1.476 2.864 1.545 0.0 0.0 0.0
H 1.936 0.558 -0.086 0.1 0.0 0.0
H 4.187 0.589 0.912 0.0 0.0 0.0
H 4.454 0.520 3.369 0.0 0.0 0.0
H 2.456 0.418 4.821 0.0 0.0 0.0
H 0.199 0.386 3.818 0.0 0.0 0.0
H -3.288 -0.223 2.799 0.0 0.0 0.0
H -4.449 -2.270 3.527 0.0 0.0 0.0
H -3.578 -4.489 2.881 0.0 0.0 0.0
H -1.883 -5.849 1.773 0.0 0.0 0.0
H 0.167 -6.027 0.416 0.0 0.0 0.0
H 1.365 -3.977 -0.291 0.0 0.0 0.0
H 0.569 -1.779 0.392 0.0 0.0 0.0